(1)
Molecular formula: C38H60Br17ClF5N5O4PS2
Method: DFT, the ωB97M-V functional and the def2-TZVPD basis

Properties
net charge: +1
spin multiplicity: 1
M: 2234.8 u
LUMO level: -4.7 eV
HOMO-LUMO gap: 5.18 eV
E: -47913.442754 hartree

```
133
Properties=species:S:1:pos:R:3:lowdin_charge:R:1
C -0.98 0.54 -1.15 -0.101
C 0.57 0.39 -1.68 -0.271
O 1.27 1.36 -0.94 -0.146
C 2.71 1.56 -1.22 -0.243
C 2.56 2.78 -2.27 -0.139
F 2.01 2.36 -3.58 -0.115
C 1.37 3.85 -1.90 -0.209
C 0.08 3.78 -2.84 -0.111
N 3.12 0.24 -1.72 -0.168
P 3.59 -0.07 -3.36 0.712
O 2.20 -0.67 -4.24 -0.376
Br 5.00 -1.87 -3.61 0.350
C 4.20 -0.38 -0.89 -0.332
N 4.16 -1.62 -0.45 0.153
C 3.02 -2.57 -0.68 -0.105
C 2.16 -2.85 0.68 -0.157
C 0.59 -2.77 0.67 -0.020
C -0.26 -3.09 1.95 -0.088
C 0.41 -3.51 3.29 -0.356
C -0.42 -3.89 4.61 -0.085
C 1.98 -3.56 3.30 -0.125
C 2.83 -3.25 2.03 -0.067
N 5.24 0.62 -0.72 -0.541
Cl 6.50 0.73 -1.76 0.850
C 4.98 1.52 0.42 -0.343
C 6.12 2.63 0.41 -0.161
C 6.40 3.69 1.55 -0.329
C 5.69 4.15 2.88 -0.077
N 7.52 4.40 1.34 0.111
S 5.44 0.41 1.83 0.856
O 6.68 -0.36 1.36 -0.322
O 4.50 -0.63 2.30 -0.283
F 6.01 1.15 3.23 -0.177
C 3.42 2.04 0.22 -0.082
N 3.74 3.48 -0.05 0.065
C 3.30 4.39 0.73 -0.560
S 2.52 5.48 1.72 0.768
C 2.48 1.78 1.48 -0.305
F 1.99 0.43 1.60 0.079
F 3.04 2.09 2.75 0.076
F 1.25 2.52 1.54 0.058
H -1.60 -0.38 -1.38 0.075
H -0.87 0.60 0.01 0.038
H -1.43 1.54 -1.47 0.075
H 0.43 0.57 -2.81 0.062
H 0.77 -0.73 -1.45 0.094
H 3.53 3.28 -2.58 0.154
H 1.10 3.87 -0.79 0.068
H 1.86 4.88 -2.11 0.104
H -0.70 4.51 -2.40 0.054
H 0.35 4.23 -3.87 0.102
H -0.40 2.75 -2.94 0.014
H 2.01 -1.60 -3.94 0.051
H 5.00 -1.94 0.08 0.185
H 3.50 -3.59 -0.92 0.152
H 2.33 -2.25 -1.53 0.104
H 0.10 -2.49 -0.32 0.082
H -1.40 -3.01 1.86 -0.041
H -0.57 -5.03 4.67 0.068
H -1.42 -3.33 4.68 0.077
H 0.22 -3.58 5.51 0.085
H 2.48 -3.88 4.29 0.091
H 3.96 -3.34 2.13 0.094
H 7.11 2.02 0.49 0.124
H 6.25 3.21 -0.59 0.138
H 5.02 3.42 3.42 0.061
H 5.12 5.13 2.66 0.052
H 6.49 4.47 3.66 0.109
H 7.99 4.07 0.47 0.051
Br 0.91 -5.88 2.27 0.896
C 1.70 -7.60 2.73 -0.625
C 1.48 -7.93 4.19 -0.697
Br 2.69 -6.92 5.33 0.600
H 2.75 -7.56 2.46 0.054
H 1.19 -8.33 2.09 0.057
H 1.71 -8.98 4.38 0.042
H 0.46 -7.72 4.53 0.007
Br -1.44 0.79 -4.88 0.695
C -0.36 -0.17 -6.20 -0.669
C -0.13 0.68 -7.43 -0.688
Br -1.71 0.73 -8.56 0.609
H -0.88 -1.10 -6.42 0.058
H 0.58 -0.38 -5.70 0.017
H 0.65 0.24 -8.05 0.060
H 0.13 1.71 -7.20 0.054
Br -0.91 -8.83 6.97 0.631
C -0.37 -10.68 7.22 -0.681
C 0.79 -10.79 8.19 -0.685
Br 2.47 -10.28 7.34 0.609
H -0.14 -11.09 6.24 0.053
H -1.25 -11.18 7.63 0.059
H 0.93 -11.82 8.50 0.060
H 0.68 -10.16 9.07 0.054
Br -0.49 8.86 -3.38 0.611
C -1.68 8.42 -1.91 -0.717
C -0.91 8.27 -0.61 -0.659
Br 0.04 6.57 -0.54 0.685
H -2.22 7.51 -2.19 0.046
H -2.38 9.25 -1.84 0.007
H -1.60 8.25 0.24 0.055
H -0.17 9.05 -0.46 0.057
Br -5.60 2.07 -7.54 0.585
C -5.80 1.73 -9.45 -0.696
C -6.55 0.45 -9.70 -0.694
Br -5.41 -1.11 -9.41 0.589
H -4.80 1.74 -9.88 0.041
H -6.36 2.58 -9.83 0.058
H -6.86 0.38 -10.75 0.058
H -7.42 0.32 -9.07 0.052
Br -3.67 -3.57 2.08 0.724
C -5.02 -2.22 1.68 -0.674
C -4.52 -1.24 0.65 -0.667
Br -3.28 0.03 1.44 0.669
H -5.28 -1.74 2.63 0.054
H -5.88 -2.78 1.31 0.031
H -5.35 -0.64 0.27 0.065
H -4.01 -1.72 -0.19 0.054
Br -5.18 7.88 -0.32 0.611
C -6.36 9.37 -0.75 -0.685
C -5.73 10.29 -1.77 -0.687
Br -4.37 11.42 -0.95 0.619
H -6.60 9.87 0.19 0.054
H -7.26 8.91 -1.15 0.060
H -6.47 10.98 -2.17 0.060
H -5.25 9.75 -2.59 0.052
Br -5.90 -6.46 4.29 0.601
C -6.21 -4.63 4.86 -0.702
C -7.67 -4.27 4.80 -0.681
Br -8.24 -3.94 2.97 0.622
H -5.58 -3.99 4.24 -0.008
H -5.84 -4.58 5.89 0.061
H -7.86 -3.34 5.34 0.059
H -8.32 -5.05 5.20 0.054
```


(2)
Molecular formula: C38H60N3O8Rb
Method: DFT, the ωB97M-V functional and the def2-TZVPD basis

Properties
ΔE to the lowest compared entry with this formula, charge and spin: 0.4 kcal per mole
net charge: -2
spin multiplicity: 1
M: 772.4 u
LUMO level: 3.7 eV
HOMO-LUMO gap: 3.95 eV
E: -2274.125465 hartree

```
110
Properties=species:S:1:pos:R:3:lowdin_charge:R:1
Rb -0.85 0.10 0.44 0.921
C -4.60 -0.01 1.50 -0.166
C -3.90 -1.19 2.14 -0.184
O -2.58 -0.85 2.55 -0.241
C -2.53 -0.22 3.82 -0.183
C -1.26 0.59 3.87 -0.183
O -1.23 1.63 2.91 -0.212
C -2.05 2.74 3.27 -0.172
C -2.01 3.76 2.16 -0.188
O -2.85 3.36 1.11 -0.115
C -2.93 4.31 0.07 -0.181
C -1.93 4.05 -1.04 -0.185
O -2.40 2.97 -1.81 -0.130
C -1.34 2.20 -2.37 -0.186
C -1.90 1.00 -3.09 -0.161
O -2.54 0.10 -2.20 -0.163
C -3.94 0.31 -2.10 -0.197
C -4.46 -0.36 -0.85 -0.207
O -3.99 0.36 0.26 -0.164
H -5.66 -0.24 1.35 0.129
H -4.54 0.86 2.16 0.110
H -3.79 -2.00 1.41 0.121
H -4.50 -1.54 2.98 0.121
H -2.51 -0.98 4.61 0.129
H -3.41 0.42 3.99 0.085
H -0.40 -0.05 3.65 0.118
H -1.13 1.00 4.88 0.132
H -1.66 3.19 4.19 0.133
H -3.08 2.44 3.45 0.103
H -0.97 3.89 1.82 0.124
H -2.36 4.72 2.57 0.128
H -2.78 5.32 0.47 0.120
H -3.93 4.25 -0.35 0.131
H -0.94 3.82 -0.61 0.119
H -1.81 4.94 -1.66 0.131
H -0.70 1.84 -1.56 0.068
H -0.72 2.80 -3.04 0.118
H -1.06 0.47 -3.54 0.117
H -2.59 1.31 -3.88 0.131
H -4.45 -0.12 -2.98 0.126
H -4.17 1.38 -2.04 0.127
H -4.12 -1.41 -0.83 0.131
H -5.55 -0.36 -0.88 0.127
C 2.24 1.77 1.02 -0.094
C 2.58 2.85 -0.02 -0.351
C 2.36 4.22 0.62 -0.098
C 1.98 2.74 -1.43 -0.135
C 1.76 3.89 -2.16 -0.114
C 1.53 3.88 -3.54 -0.166
C 1.74 2.67 -4.20 -0.121
C 1.95 1.47 -3.54 -0.145
C 2.55 0.36 -4.41 -0.385
C 1.56 -0.49 -5.23 -0.083
C 3.59 -0.50 -3.70 -0.071
C 1.78 1.44 -2.08 -0.249
N 1.46 0.42 -1.31 -0.017
C 1.09 -0.83 -1.80 -0.284
C 1.06 -1.94 -1.01 -0.296
N 1.27 -2.00 0.35 -0.029
C 1.79 -3.15 0.85 -0.218
C 2.90 -3.84 0.25 -0.142
C 3.33 -5.05 0.77 -0.087
C 2.78 -5.61 1.91 -0.132
C 1.76 -4.91 2.55 -0.081
C 1.27 -3.71 2.06 -0.148
C 0.09 -3.04 2.73 -0.383
C 0.21 -2.99 4.25 -0.070
C -1.21 -3.72 2.31 -0.050
C 3.69 -3.21 -0.88 -0.386
C 5.16 -3.03 -0.50 -0.073
C 3.57 -3.99 -2.19 -0.073
H 2.71 2.05 1.97 0.070
H 2.58 0.79 0.72 0.060
H 1.17 1.68 1.20 0.019
H 3.67 2.76 -0.16 0.133
H 1.29 4.44 0.71 0.067
H 2.82 5.03 0.05 0.060
H 2.79 4.24 1.62 0.067
H 1.79 4.85 -1.67 0.082
H 1.35 4.80 -4.09 0.067
H 1.80 2.67 -5.29 0.099
H 3.11 0.92 -5.17 0.112
H 1.03 -1.22 -4.62 0.054
H 2.09 -1.04 -6.01 0.066
H 0.82 0.15 -5.71 0.068
H 3.12 -1.17 -2.97 0.044
H 4.31 0.12 -3.17 0.085
H 4.13 -1.11 -4.43 0.070
H 0.74 -0.93 -2.82 0.070
H 0.76 -2.87 -1.51 0.107
H 4.16 -5.56 0.29 0.094
H 3.13 -6.56 2.30 0.074
H 1.32 -5.33 3.45 0.093
H 0.07 -2.02 2.36 0.081
H 0.20 -3.99 4.70 0.063
H -0.64 -2.45 4.68 0.059
H 1.13 -2.49 4.56 0.083
H -1.21 -4.76 2.64 0.077
H -1.30 -3.71 1.22 0.087
H -2.08 -3.21 2.73 0.058
H 3.28 -2.21 -1.04 0.100
H 5.66 -4.00 -0.37 0.062
H 5.25 -2.48 0.43 0.080
H 5.69 -2.48 -1.28 0.067
H 3.94 -5.01 -2.07 0.067
H 4.15 -3.51 -2.99 0.062
H 2.53 -4.04 -2.51 0.068
O -5.98 0.02 4.37 -0.212
N -6.00 1.16 4.88 -0.334
O -5.09 1.93 4.52 -0.231
```


(3)
Molecular formula: C38H62Br10O21
Method: DFT, the ωB97M-V functional and the def2-TZVPD basis

Properties
ΔE to the lowest compared entry with this formula, charge and spin: 1.2 kcal per mole
net charge: -1
spin multiplicity: 2
M: 1653.9 u
LUMO level (spin up / spin down): 1.4 / 1.4 eV
HOMO-LUMO gap (spin up / spin down): 2.26 / 7.94 eV
E: -28805.383298 hartree

```
131
Properties=species:S:1:pos:R:3:lowdin_charge:R:1
Br -2.92 -5.12 3.67 0.576
C -1.01 -5.58 3.43 -0.643
C -0.82 -6.12 2.01 -0.580
Br -1.03 -4.60 0.62 0.569
H -0.78 -6.34 4.17 0.068
H -0.47 -4.64 3.54 0.037
H -1.49 -6.97 1.90 0.058
H 0.19 -6.51 1.93 0.042
Br -6.18 -1.91 0.40 0.602
C -4.39 -2.29 1.21 -0.666
C -4.13 -1.28 2.25 -0.628
Br -2.32 -1.51 3.14 0.593
H -3.69 -2.19 0.38 -0.007
H -4.32 -3.30 1.62 0.031
H -4.89 -1.25 3.03 0.059
H -3.99 -0.30 1.80 0.008
Br 1.50 -2.16 -2.41 0.478
C 3.29 -2.92 -1.80 -0.676
C 4.29 -2.32 -2.79 -0.710
Br 6.25 -2.63 -2.24 0.236
H 3.22 -4.01 -1.81 0.031
H 3.38 -2.57 -0.77 -0.006
H 4.16 -1.24 -2.77 -0.011
H 4.12 -2.80 -3.75 0.036
Br -5.97 3.75 -0.59 0.631
C -5.92 1.83 -1.16 -0.609
C -7.44 1.43 -1.21 -0.703
Br -7.83 -0.27 -2.10 0.558
H -5.38 1.32 -0.36 -0.012
H -5.30 1.67 -2.04 0.048
H -8.08 2.11 -1.77 0.026
H -7.87 1.46 -0.21 0.052
Br -2.79 0.23 -0.84 0.793
C -1.25 -0.92 -0.42 -0.631
C -0.22 0.03 0.23 -0.636
Br 1.19 -1.03 1.14 0.673
H -0.91 -1.44 -1.32 -0.020
H -1.43 -1.75 0.26 -0.031
H -0.61 0.69 1.00 0.030
H 0.31 0.71 -0.44 0.030
C 5.11 -3.73 2.02 0.019
C 3.55 -3.79 2.34 -0.306
C 2.87 -5.15 2.15 -0.076
O 2.35 -5.32 3.44 0.054
C 2.76 -4.34 4.26 -0.582
O 2.56 -4.25 5.48 0.103
O 3.48 -3.47 3.67 0.106
H 5.27 -3.55 0.96 0.055
H 5.56 -4.65 2.39 0.081
H 5.51 -2.88 2.58 0.080
H 3.06 -3.01 1.75 0.079
H 3.56 -5.97 1.97 0.139
H 2.05 -5.07 1.43 0.112
C 2.42 6.07 4.36 -0.024
C 2.75 5.59 2.97 -0.321
C 3.90 4.49 3.00 -0.026
O 3.32 3.54 2.10 0.075
C 2.05 3.62 2.00 -0.531
O 1.33 2.78 1.46 0.096
O 1.67 4.91 2.40 0.056
H 3.21 6.72 4.74 0.094
H 2.13 5.23 4.99 0.090
H 1.47 6.60 4.42 0.084
H 2.96 6.41 2.28 0.152
H 3.98 4.00 3.97 0.123
H 4.89 4.83 2.68 0.136
C -3.73 -3.12 -2.67 0.004
C -4.39 -4.10 -3.73 -0.304
C -3.73 -4.13 -5.13 -0.081
O -3.88 -5.45 -5.59 0.110
C -4.03 -6.21 -4.57 -0.584
O -4.02 -7.40 -4.57 0.147
O -4.21 -5.43 -3.42 0.055
H -4.34 -3.28 -1.77 0.045
H -3.79 -2.08 -2.98 0.065
H -2.69 -3.32 -2.42 0.079
H -5.47 -4.01 -3.90 0.149
H -2.67 -3.88 -5.13 0.134
H -4.29 -3.48 -5.81 0.136
C -1.05 3.00 -5.74 -0.029
C -0.33 1.88 -5.12 -0.322
C -0.52 1.68 -3.62 -0.054
O -0.75 0.25 -3.53 -0.009
C -1.02 -0.31 -4.69 -0.551
O -1.46 -1.43 -4.86 0.108
O -0.81 0.63 -5.67 0.065
H -0.88 2.95 -6.82 0.091
H -0.60 3.94 -5.43 0.088
H -2.12 2.96 -5.55 0.097
H 0.70 1.87 -5.47 0.153
H -1.44 2.21 -3.37 0.121
H 0.32 2.11 -3.07 0.116
C -2.49 3.43 0.74 -0.019
C -1.81 4.60 -0.08 -0.267
C -0.41 4.52 -0.44 -0.142
O -0.35 4.99 -1.77 0.079
C -1.57 5.08 -2.32 -0.584
O -1.82 5.40 -3.46 0.141
O -2.43 4.71 -1.40 0.079
H -2.02 3.24 1.70 0.087
H -2.52 2.52 0.15 -0.026
H -3.55 3.67 0.88 0.018
H -1.91 5.58 0.39 0.153
H -0.14 3.47 -0.31 0.119
H 0.19 5.16 0.20 0.135
C 0.86 -1.02 5.18 -0.013
C 2.15 -0.26 4.91 -0.317
C 1.95 1.01 4.13 -0.147
O 2.54 2.04 4.89 0.043
C 2.89 1.54 6.13 -0.521
O 3.40 2.15 7.04 0.140
O 2.65 0.24 6.13 0.108
H 1.04 -1.94 5.73 0.085
H 0.23 -1.31 4.33 0.009
H 0.24 -0.25 5.65 0.094
H 2.91 -0.89 4.44 0.149
H 0.89 1.22 4.07 0.131
H 2.22 0.92 3.07 0.082
C 3.25 1.31 -1.31 0.001
C 3.21 2.81 -1.68 -0.285
C 4.55 3.44 -2.18 -0.080
O 4.23 4.12 -3.36 0.087
C 3.00 3.83 -3.76 -0.485
O 2.54 4.17 -4.88 0.097
O 2.41 3.01 -2.84 0.047
H 3.97 0.73 -1.89 0.073
H 2.27 0.84 -1.36 0.047
H 3.63 1.25 -0.28 0.085
H 2.82 3.35 -0.82 0.125
H 5.22 2.60 -2.41 0.138
H 4.73 3.98 -1.25 0.132
```


(4)
Molecular formula: C38H63BrNO16
Method: DFT, the ωB97M-V functional and the def2-TZVPD basis

Properties
net charge: +1
spin multiplicity: 1
M: 869.8 u
LUMO level: -2.9 eV
HOMO-LUMO gap: 7.89 eV
E: -5318.131458 hartree

```
119
Properties=species:S:1:pos:R:3:lowdin_charge:R:1
C 2.24 -0.47 1.99 -0.072
C 2.41 -0.97 0.54 -0.222
C 2.33 0.14 -0.50 -0.164
C 0.93 0.72 -0.63 -0.146
O 0.88 2.05 -0.02 -0.043
N -0.34 2.33 0.58 -0.048
C -0.54 1.90 2.03 -0.065
O -1.90 2.06 2.24 -0.034
C -2.65 2.09 1.00 -0.257
C -3.65 0.97 0.88 -0.114
C -3.19 -0.39 1.46 -0.236
C -3.36 -1.56 0.50 -0.559
Br -1.63 -2.29 -0.11 0.653
C -1.61 2.12 -0.16 0.011
H 1.28 -0.79 2.40 0.054
H 2.33 0.62 2.04 0.057
H 3.00 -0.91 2.63 0.076
H 1.60 -1.68 0.35 0.085
H 3.34 -1.52 0.45 0.113
H 3.06 0.93 -0.32 0.107
H 2.56 -0.30 -1.47 0.120
H 0.70 0.86 -1.68 0.118
H 0.20 0.04 -0.18 0.069
H -0.29 3.35 0.67 0.203
H -0.27 0.85 2.11 0.123
H 0.05 2.58 2.62 0.152
H -3.20 3.03 1.04 0.153
H -3.89 0.85 -0.18 0.123
H -4.57 1.24 1.40 0.119
H -2.15 -0.33 1.80 0.073
H -3.78 -0.60 2.35 0.106
H -3.93 -1.30 -0.39 0.026
H -3.85 -2.40 0.98 0.060
H -1.86 2.98 -0.76 0.152
H -1.71 1.17 -0.67 0.132
O 5.18 -3.68 2.74 0.111
C 4.32 -4.48 2.99 -0.488
O 3.62 -5.11 2.01 0.018
C 2.58 -5.92 2.59 -0.152
C 3.02 -6.17 4.02 -0.149
C 3.80 -4.90 4.35 -0.066
H 1.64 -5.35 2.54 0.118
H 2.46 -6.83 2.01 0.124
H 2.19 -6.37 4.70 0.093
H 3.69 -7.03 4.05 0.123
H 3.15 -4.12 4.73 0.122
H 4.62 -5.07 5.03 0.131
O -6.58 -1.56 -0.26 0.105
C -6.67 -1.74 -1.45 -0.475
O -5.57 -1.92 -2.22 0.011
C -5.96 -2.01 -3.61 -0.138
C -7.42 -2.42 -3.59 -0.143
C -7.92 -1.77 -2.30 -0.065
H -5.81 -1.03 -4.07 0.128
H -5.32 -2.73 -4.11 0.128
H -7.96 -2.12 -4.48 0.121
H -7.50 -3.51 -3.50 0.122
H -8.25 -0.74 -2.46 0.135
H -8.70 -2.33 -1.81 0.129
O 3.99 4.32 -6.05 0.126
C 3.79 3.72 -5.03 -0.471
O 2.65 3.00 -4.83 0.028
C 2.64 2.48 -3.49 -0.167
C 4.10 2.46 -3.05 -0.160
C 4.67 3.65 -3.80 -0.059
H 2.03 3.14 -2.87 0.122
H 2.19 1.49 -3.51 0.112
H 4.21 2.52 -1.96 0.077
H 4.58 1.54 -3.40 0.125
H 4.55 4.58 -3.24 0.134
H 5.71 3.52 -4.08 0.128
O 7.94 3.93 -11.30 0.122
C 7.09 4.08 -10.47 -0.491
O 7.28 4.77 -9.33 0.024
C 6.12 4.69 -8.48 -0.167
C 4.97 4.36 -9.42 -0.157
C 5.67 3.52 -10.49 -0.076
H 6.28 3.91 -7.74 0.118
H 5.98 5.64 -7.97 0.122
H 4.15 3.85 -8.92 0.107
H 4.58 5.27 -9.87 0.119
H 5.72 2.47 -10.23 0.129
H 5.23 3.64 -11.48 0.123
O 3.47 3.43 -0.25 0.090
C 3.84 3.95 0.77 -0.468
O 5.09 4.38 0.96 0.052
C 5.28 4.86 2.30 -0.130
C 3.88 5.22 2.78 -0.141
C 3.02 4.21 2.03 -0.080
H 5.73 4.06 2.89 0.133
H 5.96 5.71 2.28 0.131
H 3.77 5.18 3.87 0.121
H 3.62 6.23 2.46 0.122
H 2.93 3.26 2.57 0.124
H 2.04 4.60 1.77 0.114
O 1.03 -5.19 6.38 0.119
C 0.14 -4.64 5.80 -0.482
O 0.24 -3.35 5.37 0.016
C -1.03 -2.92 4.85 -0.154
C -1.76 -4.19 4.45 -0.150
C -1.24 -5.18 5.49 -0.062
H -1.56 -2.37 5.63 0.131
H -0.87 -2.26 4.00 0.108
H -2.84 -4.08 4.46 0.106
H -1.46 -4.50 3.45 0.114
H -1.83 -5.17 6.40 0.137
H -1.17 -6.20 5.12 0.127
O -5.36 -2.77 4.91 0.114
C -6.20 -2.18 4.29 -0.483
O -6.00 -0.92 3.82 0.003
C -7.21 -0.43 3.21 -0.148
C -8.00 -1.67 2.83 -0.147
C -7.59 -2.65 3.93 -0.065
H -7.73 0.20 3.93 0.128
H -6.94 0.18 2.35 0.113
H -9.07 -1.49 2.76 0.120
H -7.66 -2.04 1.86 0.092
H -8.22 -2.57 4.81 0.134
H -7.57 -3.68 3.59 0.127
```